Here is AlF12P2 as an isolated structure at a distorted geometry from the OMol25 dataset. Energies are from ωB97M-V/def2-TZVPD.

Geometry as XYZ:
```
15
Properties=species:S:1:pos:R:3:nbo_charge:R:1
Al 0.147 0.280 1.519 2.3504
P 0.253 1.944 -0.597 2.5127
F -0.977 0.918 -0.005 -0.5737
F -0.108 1.495 -2.213 -0.5039
F -0.711 3.197 -0.759 -0.5215
F 1.541 2.980 -0.865 -0.5258
F 0.388 2.439 0.931 -0.5273
F 1.289 0.627 -0.425 -0.5116
P -0.254 -2.000 0.319 2.5303
F -1.577 -1.922 -0.598 -0.5271
F 0.324 -0.555 -0.176 -0.5732
F -1.146 -1.298 1.509 -0.5483
F 1.021 -1.910 1.297 -0.5361
F -0.846 -3.471 0.847 -0.5217
F 0.655 -2.722 -0.783 -0.5233
```

Computed properties:
HOMO energy: -17.5510 eV
energy relative to the best compared isomer or geometry (same formula, charge and spin): 0.0 kcal per mole
charge: +1
molecular weight: 316.91 g/mol
gap between HOMO and LUMO: 0.2175 hartree
strongest force on any atom: 17.33 eV/Å